1.
Formula: C4H9N
Source: the Open Molecules 2025 dataset
Level of theory: ωB97M-V/def2-TZVPD

XYZ file:
```
14
Properties=species:S:1:pos:R:3:nbo_charge:R:1
C 1.0928 0.6996 -1.3835 -0.77
C 0.6437 -0.6239 -0.0868 0.03
C 0.6853 0.2754 1.1259 -0.28
N -0.4364 -0.5320 0.7537 -0.44
C -1.8786 -0.5207 0.6931 -0.40
H 2.1956 0.7049 -1.4528 0.21
H 0.6715 0.2359 -2.2545 0.20
H 0.8349 1.7972 -1.4982 0.22
H 1.0113 -1.5883 -0.4470 0.20
H 0.8864 1.1010 0.3582 0.23
H 1.0777 0.0487 2.1281 0.20
H -2.2718 -1.4237 1.1899 0.20
H -2.2822 0.3490 1.2169 0.20
H -2.2300 -0.5230 -0.3431 0.20
```

Results
**HOMO level**: -8.394 eV
**M**: 71.1 g mol⁻¹
**2S+1**: 1
**Charge**: 0
**Orbital gap**: 9.537 eV

=====

2.
Formula: C4H9N2
Source: the Open Molecules 2025 dataset
Level of theory: ωB97M-V/def2-TZVPD

XYZ file:
```
15
Properties=species:S:1:pos:R:3:nbo_charge:R:1
C -1.5352 0.2700 -1.9784 0.19
C -0.3965 1.2243 -2.2032 -0.23
C 2.1801 -0.1972 2.1772 -0.48
C -0.8515 -0.8336 0.8591 -0.51
N -0.6407 0.4431 -1.0659 -0.07
N -0.1827 0.1269 0.0405 0.03
H -2.2862 -0.4412 -2.2365 0.28
H 0.2435 1.0158 -3.0317 0.26
H -0.2203 2.3355 -2.0539 0.27
H 1.2060 0.1244 2.4461 0.15
H 2.7376 -0.9080 2.7259 0.18
H 2.6951 0.1415 1.3357 0.16
H -1.1150 -1.6951 0.1448 0.23
H -0.0325 -1.2196 1.4787 0.28
H -1.8017 -0.3867 1.3616 0.28
```

Results
**HOMO level (spin up / spin down)**: -15.120 / -11.887 eV
**M**: 85.1 g mol⁻¹
**2S+1**: 1
**Charge**: +1
**Orbital gap (spin up / spin down)**: 10.224 / 4.471 eV

=====

3.
Formula: C4H9N2
Source: the Open Molecules 2025 dataset
Level of theory: ωB97M-V/def2-TZVPD

XYZ file:
```
15
Properties=species:S:1:pos:R:3:nbo_charge:R:1
C 0.1411 -0.8976 1.1601 0.28
N 0.2896 0.3693 1.3520 -0.43
C 0.5114 1.3743 0.1947 -0.05
N 0.2511 1.0425 -1.1326 -0.61
C -0.6529 -0.1434 -1.1678 -0.21
C -0.2090 -1.3990 -0.1517 -0.55
H 0.0618 -1.4797 2.1107 0.24
H 0.3380 0.6572 2.3030 0.44
H -0.2773 2.1243 0.5132 0.21
H 1.5766 1.7119 0.2473 0.25
H 0.9094 1.0723 -1.8624 0.41
H -0.8791 -0.6105 -2.0572 0.24
H -1.6542 0.2988 -0.7737 0.20
H -1.0555 -2.1677 -0.0806 0.29
H 0.6489 -1.9526 -0.6552 0.29
```

Results
**HOMO level**: -13.715 eV
**Structure (SMILES)**: C1=[NH+]CNCC1
**M**: 85.1 g mol⁻¹
**2S+1**: 1
**Charge**: +1
**Orbital gap**: 9.131 eV

=====

4.
Formula: C4H9N2
Source: the Open Molecules 2025 dataset
Level of theory: ωB97M-V/def2-TZVPD

XYZ file:
```
15
Properties=species:S:1:pos:R:3:nbo_charge:R:1
C 1.5625 -1.3429 -0.2291 -0.08
N 0.6890 -0.0200 0.2223 -0.05
C 1.1488 1.3540 0.0358 -0.44
N -0.5785 -0.0899 0.5522 -0.14
C -1.8830 0.3134 -0.0081 -0.20
C -1.4461 -1.1637 -0.0436 -0.23
H 1.1598 -2.2985 0.1018 0.22
H 2.5911 -1.0174 -0.2564 0.21
H 2.2071 1.2652 0.0296 0.23
H 0.8581 1.8883 0.9352 0.25
H 0.8103 1.7379 -0.9789 0.25
H -2.0945 0.9625 -0.8978 0.26
H -2.4428 0.4626 0.8493 0.24
H -2.0893 -1.6626 0.6091 0.24
H -1.0544 -1.6778 -0.8707 0.23
```

Results
**HOMO level (spin up / spin down)**: -14.376 / -13.993 eV
**Structure (SMILES)**: C=[N+](C)N1CC1
**M**: 85.1 g mol⁻¹
**2S+1**: 1
**Charge**: +1
**Orbital gap (spin up / spin down)**: 8.744 / 8.729 eV

=====

- Which of these has the lowest charge?
  C4H9N